Entry 1:
23
Properties=species:S:1:pos:R:3 method="wB97M-V/def2-TZVPD" orbital_gap_ha=0.328 total_charge=0 lumo_ha=0.02721
C 1.97 0.11 -1.65
C 0.07 -2.46 -1.38
C -1.13 0.61 -1.61
C 0.47 1.85 1.78
C -1.56 -0.17 2.21
O 0.99 -0.64 2.70
Si 0.31 -0.56 -1.03
P 0.14 -0.01 1.69
H 2.60 -0.83 -1.65
H 1.83 0.71 -2.60
H 2.44 0.74 -0.92
H -0.91 -2.74 -0.99
H 0.01 -2.65 -2.41
H 0.86 -2.97 -0.93
H -1.67 0.37 -2.68
H -1.79 0.79 -0.82
H -0.67 1.58 -1.89
H -0.35 2.40 1.21
H 0.45 2.07 2.83
H 1.35 2.15 1.33
H -2.10 -0.73 1.49
H -1.43 -0.54 3.20
H -1.89 0.90 2.11

Entry 2:
29
Properties=species:S:1:pos:R:3 method="wB97M-V/def2-TZVPD" orbital_gap_ha=0.263 total_charge=0 lumo_ha=-0.02129
C 3.30 -1.75 -0.27
O 2.53 -0.71 -0.85
B 1.97 0.30 -0.10
O 2.82 1.35 0.31
C 0.48 0.40 0.33
O 0.28 1.68 0.83
P -1.08 2.57 0.07
O -1.66 1.03 -0.46
C -0.66 0.09 -0.70
C -1.20 -1.32 -0.54
C -1.97 -1.53 0.77
N -3.38 -1.90 0.63
H 4.34 -1.43 -0.11
H 2.88 -2.08 0.68
H 3.30 -2.59 -0.95
H 3.63 0.98 0.66
H 0.37 -0.36 1.14
H -0.32 3.77 0.41
H -1.71 2.51 1.34
H -2.15 3.33 -0.48
H -0.39 2.60 -1.27
H -0.28 0.22 -1.73
H -1.87 -1.51 -1.38
H -0.37 -2.03 -0.63
H -1.94 -0.61 1.34
H -1.48 -2.29 1.38
H -3.52 -2.58 -0.10
H -3.92 -1.08 0.40
K 1.98 2.94 -0.71

Entry 3:
29
Properties=species:S:1:pos:R:3 method="wB97M-V/def2-TZVPD" s2=6.01 multiplicity=5 orbital_gap_ha="0.272 / 0.270" total_charge=+1 lumo_ha="-0.20995 / -0.21328"
Cr 0.69 -1.37 -2.58
Cl -0.14 0.07 -1.58
O -3.58 0.68 0.45
S -2.64 0.80 1.58
O -3.13 0.94 2.94
O -1.62 -0.54 1.58
C -1.77 -1.58 0.55
C -0.90 -2.80 0.76
C -1.34 2.06 1.29
H -1.45 -1.22 -0.43
H -2.82 -1.83 0.36
H -1.23 -3.29 1.68
H 0.14 -2.65 1.07
H -0.94 -3.56 -0.01
H -1.74 3.07 1.39
H -0.90 1.95 0.30
H -0.58 1.87 2.05
C 2.36 0.56 -2.41
O 2.30 -0.84 -2.36
H 2.52 0.78 -1.36
H 3.28 0.98 -2.81
H 1.47 1.01 -2.85
H 3.16 -1.11 -2.03
C 1.74 0.92 0.64
O 0.84 1.78 -0.02
H 2.58 0.68 -0.02
H 2.17 1.44 1.50
H 1.17 0.03 0.91
H 0.35 1.19 -0.60

Entry 4:
29
Properties=species:S:1:pos:R:3 method="wB97M-V/def2-TZVPD" orbital_gap_ha=0.281 total_charge=-1 lumo_ha=0.10405
I 12.71 19.09 34.24
C 16.02 20.97 38.55
C 14.82 20.27 37.96
O 14.73 20.61 36.57
O 17.18 20.97 37.62
H 16.29 20.57 39.52
H 15.92 22.01 38.86
H 13.96 20.41 38.61
H 15.07 19.21 37.95
H 14.10 20.03 36.14
H 17.79 20.59 38.24
C 11.12 15.09 30.46
C 11.33 16.39 31.20
O 12.19 16.19 32.28
O 11.95 14.85 29.42
H 10.16 15.10 29.95
H 11.01 14.22 31.12
H 10.31 16.65 31.51
H 11.65 17.11 30.44
H 12.27 16.99 32.80
H 12.61 14.25 29.77
C 11.45 19.93 30.07
O 11.12 19.81 28.88
N 12.66 20.04 30.46
N 10.61 19.98 31.15
H 13.42 19.85 29.83
H 12.84 20.28 31.42
H 10.94 19.58 32.02
H 9.61 20.05 30.98

Entry 5:
24
Properties=species:S:1:pos:R:3 method="wB97M-V/def2-TZVPD" orbital_gap_ha=0.361 total_charge=0 lumo_ha=0.02248
C 0.50 -1.10 1.96
N 0.60 -1.43 0.54
C 1.65 -0.39 0.14
C 1.29 1.11 0.16
C 1.04 1.61 -1.33
C -0.41 1.09 -1.84
N -1.49 1.73 -1.04
H 0.70 -0.07 2.21
H 1.33 -1.75 2.42
H -0.39 -1.38 2.39
H -0.37 -1.13 -0.04
H 2.14 -0.60 -0.84
H 2.54 -0.40 0.81
H 2.01 1.82 0.56
H 0.33 1.19 0.74
H 1.69 1.31 -2.14
H 1.07 2.64 -1.43
H -0.38 1.34 -2.92
H -0.38 -0.10 -1.66
H -1.64 1.15 -0.26
H -1.17 2.68 -0.83
O -3.71 -3.37 0.75
H -4.11 -2.56 0.65
H -2.85 -3.41 1.00

Entry 6:
24
Properties=species:S:1:pos:R:3 method="wB97M-V/def2-TZVPD" orbital_gap_ha=0.341 total_charge=0 lumo_ha=0.03241
C 2.61 -0.52 0.90
C 1.32 -0.25 1.66
C 0.08 0.03 0.79
C -1.18 -0.12 1.70
N 0.08 -0.97 -0.27
C -1.04 -1.17 -1.18
N -0.78 -2.29 -2.06
H 3.46 -0.49 1.59
H 2.72 -1.43 0.32
H 2.89 0.32 0.26
H 1.01 -1.13 2.23
H 1.51 0.50 2.40
H 0.06 1.02 0.35
H -1.56 -1.13 1.57
H -0.97 0.10 2.74
H -1.99 0.53 1.35
H 0.43 -1.86 0.05
H -1.89 -1.54 -0.60
H -1.19 -0.31 -1.80
H -0.68 -3.17 -1.56
H 0.09 -2.10 -2.56
O -1.99 5.13 -2.49
H -1.22 5.45 -2.01
H -1.78 5.39 -3.40